{"formula": "C6H7N", "method": "ωB97M-V/def2-TZVPD", "fmax_ev_per_a": 3.83, "energy_ha": -287.29537, "e_homo_ev": -7.07, "gap_ev": 7.68, "de_lowest_kj_mol": 766.3, "lumo_ev": 0.61, "elements": ["N", "C", "C", "C", "C", "C", "C", "H", "H", "H", "H", "H", "H", "H"], "xyz": [[-0.92520, 0.28837, 0.91396], [0.43338, -0.44355, -0.85021], [-0.03002, 0.76724, 1.77797], [0.61560, 0.84505, 0.01151], [0.05392, -0.89059, 0.52091], [1.08431, 0.00885, 1.22260], [-0.70535, -0.54448, -1.85190], [-1.70653, -0.40661, -1.40216], [-0.58153, 0.19433, -2.64651], [2.12816, -0.15659, 1.48773], [-0.70220, -1.53021, -2.33896], [-0.30965, -1.86165, 0.87908], [0.64488, 1.95576, -0.05712], [-0.06450, 1.71489, 2.31829]]}

***

{"formula": "C29H62F6O29", "method": "ωB97M-V/def2-TZVPD", "fmax_ev_per_a": 3.00, "energy_ha": -3923.29497, "e_homo_ev": -9.72, "gap_ev": 9.75, "de_lowest_kj_mol": 0.0, "lumo_ev": 0.03, "elements": ["F", "F", "F", "F", "F", "F", "O", "O", "O", "O", "O", "O", "O", "O", "O", "O", "O", "O", "O", "O", "O", "O", "O", "O", "O", "O", "O", "O", "O", "O", "O", "O", "O", "O", "O", "C", "C", "C", "C", "C", "C", "C", "C", "C", "C", "C", "C", "C", "C", "C", "C", "C", "C", "C", "C", "C", "C", "C", "C", "C", "C", "C", "C", "C", "H", "H", "H", "H", "H", "H", "H", "H", "H", "H", "H", "H", "H", "H", "H", "H", "H", "H", "H", "H", "H", "H", "H", "H", "H", "H", "H", "H", "H", "H", "H", "H", "H", "H", "H", "H", "H", "H", "H", "H", "H", "H", "H", "H", "H", "H", "H", "H", "H", "H", "H", "H", "H", "H", "H", "H", "H", "H", "H", "H", "H", "H"], "xyz": [[10.33306, 9.84050, 13.07366], [11.60601, 16.62759, 7.47190], [16.18993, 17.25396, 11.05267], [14.53902, 15.03498, 13.72189], [12.13815, 22.43586, 10.45076], [6.82229, 22.90433, 15.07157], [13.29821, 14.30500, 16.31524], [13.44422, 18.03180, 14.69157], [10.65024, 17.79125, 18.32626], [17.39550, 14.31500, 14.24697], [10.25475, 22.80443, 14.01487], [17.03155, 21.27868, 11.02329], [12.34085, 16.32652, 12.38006], [15.88173, 13.36989, 12.91899], [9.06973, 20.39366, 15.36224], [12.19245, 11.60412, 14.80658], [11.11817, 15.05662, 14.69299], [11.64737, 9.41641, 14.89258], [13.75594, 10.09115, 15.49954], [9.60314, 22.51517, 11.89283], [9.02564, 19.73388, 13.24558], [14.45753, 21.54523, 12.42732], [14.58843, 24.34009, 13.09454], [17.99863, 13.81807, 12.14227], [11.60316, 21.82279, 12.55351], [16.10336, 17.60672, 15.39614], [14.26180, 17.70977, 10.03754], [14.83695, 16.06303, 8.63743], [7.24913, 20.79578, 14.10415], [9.40934, 17.31875, 7.85231], [8.66699, 17.73320, 9.97902], [13.12361, 18.96964, 17.37357], [14.20668, 18.01353, 7.81039], [10.20684, 18.99187, 9.05348], [11.84690, 21.88744, 7.45309], [12.64452, 10.37432, 15.14578], [12.58677, 18.95388, 14.07479], [8.35043, 21.38212, 16.07542], [14.40546, 17.32886, 8.75646], [14.90327, 16.77720, 10.82384], [9.38925, 17.97120, 9.05336], [17.17278, 13.81253, 13.03038], [15.00624, 15.54326, 9.97648], [9.74505, 18.86260, 18.22813], [13.74696, 20.32124, 17.47154], [7.06961, 21.57030, 15.28666], [10.01821, 21.54676, 10.87380], [10.17886, 15.93818, 15.28395], [13.62202, 15.33106, 17.23030], [11.01922, 18.86564, 7.84137], [17.41618, 20.34241, 10.00990], [10.78933, 11.55209, 14.58476], [11.22081, 16.63864, 11.57266], [10.46772, 22.42668, 12.90669], [14.82040, 21.40289, 13.78358], [10.51200, 10.06089, 14.42109], [16.25282, 14.08210, 15.04630], [10.65139, 17.54576, 7.20389], [15.17655, 13.78883, 14.00585], [13.38347, 24.43642, 13.88070], [8.52412, 20.29084, 14.12979], [13.27374, 21.72696, 7.33770], [16.61917, 17.37300, 14.03636], [11.51757, 21.43982, 11.20388], [15.01937, 20.34005, 14.07197], [14.36947, 13.12940, 14.33047], [16.07489, 15.02209, 15.57553], [8.13561, 20.92635, 17.02986], [12.03008, 18.94738, 8.17007], [13.96816, 21.77304, 14.37056], [14.54687, 23.49273, 12.61081], [9.93862, 19.50406, 17.35812], [13.43803, 18.56531, 16.54153], [11.64006, 18.50387, 13.87452], [13.69053, 21.61529, 8.37185], [14.34481, 16.56746, 11.74645], [13.19849, 25.47335, 14.07323], [9.74086, 19.52673, 19.13353], [6.16327, 21.18667, 15.76788], [9.65251, 9.61418, 14.93941], [16.27309, 16.46044, 13.57796], [12.40675, 19.75802, 14.79900], [18.17211, 19.62858, 10.30729], [13.51446, 20.80307, 6.83230], [12.96102, 21.01538, 17.22728], [10.52034, 15.78767, 11.53929], [10.30528, 12.03690, 15.49818], [13.32603, 13.46175, 16.78562], [17.70037, 20.87554, 9.11225], [10.69735, 19.67742, 7.21075], [15.24077, 18.05874, 15.19234], [15.71580, 22.00238, 14.07875], [10.48138, 16.39122, 16.24205], [13.91889, 16.19295, 16.65455], [14.19599, 20.46844, 18.45004], [10.61348, 12.21073, 13.72628], [10.65062, 17.42030, 12.01952], [16.03216, 15.11870, 10.07242], [16.49681, 13.19855, 15.64562], [14.56118, 20.40740, 16.70372], [13.48447, 23.89437, 14.83045], [8.89050, 22.31712, 16.15353], [10.44899, 17.66573, 6.12933], [11.96962, 20.50424, 10.99736], [15.22678, 21.44557, 11.85738], [12.98797, 19.38962, 13.17048], [11.52358, 16.93120, 10.55708], [11.93389, 15.95348, 13.19673], [16.37846, 18.23836, 13.33685], [12.77939, 15.58726, 17.85053], [14.19687, 14.84206, 10.25234], [17.71360, 17.43317, 14.02124], [14.33678, 15.02754, 17.97147], [9.25754, 15.35297, 15.40358], [9.82570, 22.01179, 9.87370], [12.54252, 23.98881, 13.39077], [9.92447, 16.73807, 14.57696], [8.71848, 18.46252, 18.08674], [9.36523, 20.67118, 10.89973], [16.50085, 19.79652, 9.84592], [13.39400, 17.12270, 14.27405], [17.63075, 22.02665, 11.04610], [11.76028, 14.67218, 15.31898], [11.68605, 22.52672, 8.15966], [13.73073, 22.58580, 6.84770], [11.45731, 18.12638, 17.93967]]}

***

{"formula": "C38H86NO17P2S", "method": "ωB97M-V/def2-TZVPD", "fmax_ev_per_a": 2.54, "energy_ha": -3913.94003, "e_homo_ev": -3.77, "gap_ev": 5.94, "total_charge": -1, "lumo_ev": 2.17, "elements": ["S", "P", "P", "O", "O", "O", "O", "O", "O", "O", "O", "O", "O", "O", "O", "O", "O", "O", "O", "O", "N", "C", "C", "C", "C", "C", "C", "C", "C", "C", "C", "C", "C", "C", "C", "C", "C", "C", "C", "C", "C", "C", "C", "C", "C", "C", "C", "C", "C", "C", "C", "C", "C", "C", "C", "C", "C", "C", "C", "H", "H", "H", "H", "H", "H", "H", "H", "H", "H", "H", "H", "H", "H", "H", "H", "H", "H", "H", "H", "H", "H", "H", "H", "H", "H", "H", "H", "H", "H", "H", "H", "H", "H", "H", "H", "H", "H", "H", "H", "H", "H", "H", "H", "H", "H", "H", "H", "H", "H", "H", "H", "H", "H", "H", "H", "H", "H", "H", "H", "H", "H", "H", "H", "H", "H", "H", "H", "H", "H", "H", "H", "H", "H", "H", "H", "H", "H", "H", "H", "H", "H", "H", "H", "H", "H"], "xyz": [[-4.68779, -1.47404, -2.22983], [-4.20365, 0.69827, -2.55470], [-3.37569, 0.26158, -4.62258], [-2.78156, -4.03774, 0.73689], [4.49863, 4.77423, -2.00101], [-1.13350, 3.44733, 3.91522], [0.41384, 1.67571, 1.93380], [-4.08814, 2.42599, -2.79238], [6.42362, -2.73847, -1.67387], [7.52230, 6.34545, -2.13950], [-5.95904, -2.70287, 4.32728], [-6.81549, -1.75473, 1.20105], [5.96567, -3.63724, 1.23961], [-8.50730, -1.10072, 3.68210], [4.30608, -1.04831, -0.22024], [-0.74816, -6.23455, 1.43200], [5.19138, 6.93482, -4.07326], [1.54028, 4.69400, 3.01575], [-3.03781, -7.23595, -0.37055], [-2.54781, 1.60690, -5.20086], [-2.16169, -0.98538, -4.51283], [-1.20178, 3.37378, 2.49228], [7.04105, 7.59920, -2.59554], [-5.00757, -2.61979, 5.36207], [-1.36820, -3.95660, 0.73750], [5.31361, 5.51785, -4.14256], [-7.17171, -2.20781, -0.09431], [5.54789, 7.54781, -2.84257], [7.08487, -2.35802, -0.47560], [1.02636, 1.08172, -2.82561], [-2.53893, 0.60479, -1.60263], [-1.16878, 2.58604, -2.42121], [-7.27422, -2.89924, 4.81988], [5.00950, -2.89368, -1.60183], [4.25481, -1.58440, -1.53180], [-1.99346, -6.83133, 1.76593], [-3.03810, -8.06997, -1.50474], [0.98293, 4.63163, 4.31812], [-2.46448, -7.86316, 0.76283], [-7.47976, -0.35252, 3.03626], [-3.37510, -3.00019, 1.49032], [-0.00046, -0.98825, -2.04757], [1.87703, 6.00832, 2.63900], [1.10225, 2.41732, -3.11498], [-0.75877, -5.28968, 0.36479], [3.33974, 4.51255, -1.22968], [0.64562, 0.28704, 1.85900], [8.90354, 6.18943, -2.36344], [-0.02557, 3.17183, -2.88162], [7.18985, -3.47307, 0.54361], [-0.12403, 0.49373, -2.35701], [-7.44423, -0.53269, 1.53498], [-8.30180, -2.50268, 3.78029], [-1.28758, 1.23885, -2.15502], [5.84264, -4.91788, 1.81307], [4.22923, 4.77584, -3.39191], [0.16067, 3.37148, 4.49346], [-0.97121, 1.98572, 1.94017], [4.02462, 0.33722, -0.20225], [-0.61112, -1.27658, -1.19038], [-8.25524, -2.37988, -0.16168], [-7.43221, -2.30847, 5.73058], [0.29407, -5.11922, 0.12718], [1.93040, 0.49500, -2.98072], [1.72311, 0.12904, 1.88018], [0.70151, 2.49213, 4.13907], [-4.79367, 2.83945, -2.28853], [1.99409, 2.88882, -3.50974], [-9.26621, -2.90870, 4.09705], [-2.35140, -1.65963, -5.24639], [-6.66217, -3.15453, -0.26754], [-3.13146, -2.02063, 1.06213], [-1.00342, -3.65304, 1.72715], [-1.81653, -7.34725, 2.71342], [-0.18766, -1.61554, -2.92054], [-0.00537, 4.24150, -3.07350], [9.13350, 6.25081, -3.43379], [-1.22800, -5.70608, -0.52769], [-3.04412, -3.04473, 2.53580], [3.62462, 4.55494, -0.17903], [6.63373, -1.46408, -0.04176], [5.87813, -5.69494, 1.04046], [7.46120, -4.40308, 0.02898], [-7.39176, -3.96666, 5.05619], [-1.61203, -8.48536, 0.46242], [4.75572, 0.88500, -0.80878], [4.20130, 3.73297, -3.73601], [-4.45459, -3.13739, 1.46620], [9.47923, 6.94530, -1.81618], [-2.75899, -6.07453, 1.94589], [7.96885, -3.22510, 1.27824], [5.20792, 5.27621, -5.20268], [3.20204, -1.76107, -1.78788], [4.72625, -3.56140, -0.78668], [-4.90164, 0.97254, -1.29928], [-4.14937, -1.84874, -1.05210], [-3.23219, -8.49967, 1.22548], [-2.22437, 3.66398, 2.24197], [2.63901, 6.42686, 3.30755], [2.57414, 5.27511, -1.41359], [0.98951, 6.65205, 2.63810], [-6.85410, -1.49279, -0.85089], [-8.46934, -0.51305, 1.14426], [3.00911, 0.53269, -0.56397], [-2.02106, 3.23404, -2.24741], [-5.23378, -1.78115, 6.03106], [-3.47345, -7.50900, -2.32997], [2.93714, 3.52120, -1.44964], [-2.59456, 1.59473, -6.16011], [-8.07121, -2.93839, 2.80649], [0.34238, 5.50365, 4.49877], [8.10006, -2.09378, -0.78252], [-4.96921, -3.55346, 5.93626], [1.80983, 4.63318, 5.04251], [9.18939, 5.20103, -2.00698], [4.68599, -0.87619, -2.24989], [4.87420, -4.96991, 2.30787], [-5.48900, 0.75161, -3.21342], [-1.06911, -3.20328, -0.00434], [-7.71751, 0.69384, 3.24204], [4.10895, 0.68697, 0.82565], [2.27606, 5.97310, 1.62628], [-2.72698, 1.04355, -0.60953], [3.25959, 5.24748, -3.59270], [4.73089, -3.38722, -2.53568], [6.30808, 5.19083, -3.83428], [-1.52216, 1.25485, 2.54519], [-3.63821, -8.97124, -1.33065], [-0.01354, 3.23680, 5.56434], [-6.50550, -0.55720, 3.48237], [-6.86931, 0.28568, 1.08096], [6.63114, -5.09475, 2.55420], [7.25788, 8.34877, -1.82168], [-2.33948, -0.44597, -1.39505], [-0.53645, 4.10262, 2.02749], [-4.03418, -2.44411, 4.90674], [-1.33427, 1.94442, 0.90475], [-2.26315, -1.51114, -3.64750], [1.03628, -1.19537, -1.75279], [5.02160, 7.08739, -2.00480], [5.19131, 8.57765, -2.92430], [-2.01483, -8.35248, -1.78005], [0.24211, -0.12077, 0.92456], [7.54737, 7.88348, -3.52619], [0.20166, -0.22922, 2.71930]]}